1.
{"formula": "C2H6N2S", "method": "the ωB97M-V functional and the def2-TZVPD basis", "e_lumo_ev": 0.687, "smiles": "CS/C=N\\N", "relative_energy_kcal_mol": 70.1, "charge": 0, "spin_multiplicity": 1, "gap_ev": 8.905, "species": ["C", "S", "C", "N", "N", "H", "H", "H", "H", "H", "H"], "coordinates": [[-2.158, 0.087, 0.492], [-0.658, -0.450, -0.392], [0.320, 0.866, -0.222], [1.588, 0.708, 0.112], [1.914, -0.617, 0.169], [-2.681, 0.920, -0.082], [-2.794, -0.783, 0.220], [-2.094, 0.444, 1.448], [0.035, 2.051, -0.330], [3.015, -0.670, 0.248], [1.560, -1.105, 1.185]], "lowdin_charge": [-0.380, 0.870, -0.621, -0.179, -0.181, 0.058, 0.033, 0.000, 0.138, 0.108, 0.155]}

=====

2.
{"formula": "C50H57AsN2O3OsPSi", "method": "the ωB97M-V functional and the def2-TZVPD basis", "e_lumo_ev": [-2.354, -4.849], "charge": 1, "spin_multiplicity": 5, "gap_ev": [7.920, 5.563], "species": ["Os", "C", "O", "C", "C", "C", "C", "C", "C", "N", "N", "C", "O", "C", "C", "C", "C", "C", "C", "C", "O", "H", "H", "H", "H", "H", "H", "H", "H", "H", "H", "H", "H", "C", "Si", "C", "C", "C", "C", "C", "C", "C", "H", "H", "H", "H", "H", "H", "H", "H", "H", "H", "H", "C", "C", "C", "C", "C", "C", "As", "C", "C", "C", "C", "C", "C", "C", "C", "C", "C", "C", "C", "H", "H", "H", "H", "H", "H", "H", "H", "H", "H", "H", "H", "H", "C", "C", "C", "P", "C", "C", "C", "C", "C", "C", "H", "H", "H", "H", "H", "H", "H", "H", "H", "H", "H", "H", "H", "H", "H", "H", "H", "H", "H", "H", "H"], "coordinates": [[0.102, 0.035, -0.420], [2.734, -3.931, -3.777], [2.281, -3.839, -2.426], [3.175, -3.380, -1.539], [4.378, -3.861, -1.232], [5.007, -3.484, -0.018], [4.497, -2.555, 0.820], [3.265, -1.974, 0.518], [2.728, -1.047, 1.492], [1.719, -0.261, 1.368], [1.591, 0.411, 2.528], [0.535, 1.183, 2.517], [-0.270, 1.230, 1.458], [0.319, 2.020, 3.748], [0.831, 1.578, 4.977], [0.783, 2.432, 6.063], [0.141, 3.659, 5.942], [-0.393, 4.118, 4.724], [-0.283, 3.274, 3.604], [2.546, -2.229, -0.754], [1.495, -1.765, -1.152], [3.642, -4.527, -3.820], [2.909, -2.927, -4.202], [2.005, -4.426, -4.374], [4.801, -4.568, -1.914], [5.938, -3.921, 0.129], [5.077, -2.335, 1.697], [3.176, -1.153, 2.488], [1.258, 0.549, 4.991], [1.330, 2.232, 6.999], [0.086, 4.352, 6.755], [-0.896, 5.084, 4.626], [-0.756, 3.515, 2.611], [-2.374, -1.908, -2.260], [-1.412, -0.312, -2.424], [-0.339, -0.544, -3.942], [-2.733, 0.968, -2.923], [-2.590, 1.524, -4.192], [-3.526, 2.473, -4.659], [-4.639, 2.807, -3.911], [-4.836, 2.241, -2.658], [-3.864, 1.397, -2.186], [-2.700, -2.228, -3.257], [-3.257, -1.672, -1.698], [-1.794, -2.737, -1.808], [-1.064, -0.905, -4.652], [0.349, -1.355, -3.774], [0.098, 0.320, -4.417], [-1.825, 1.253, -4.828], [-3.363, 2.971, -5.652], [-5.368, 3.529, -4.262], [-5.705, 2.431, -2.008], [-4.044, 0.927, -1.194], [-5.867, -1.659, 1.506], [-5.192, -2.868, 1.574], [-3.821, -2.889, 1.323], [-3.185, -1.710, 1.029], [-3.849, -0.524, 0.833], [-5.219, -0.523, 1.054], [-1.252, -1.692, 1.029], [-0.973, -1.588, 2.913], [-1.558, -0.708, 3.768], [-1.460, -0.927, 5.133], [-0.799, -2.032, 5.582], [-0.121, -2.887, 4.719], [-0.186, -2.685, 3.348], [0.182, -3.619, 2.285], [0.956, -4.772, 2.451], [1.336, -5.546, 1.360], [0.814, -5.306, 0.099], [-0.063, -4.225, -0.042], [-0.357, -3.386, 0.994], [-6.917, -1.607, 1.663], [-5.780, -3.706, 1.898], [-3.215, -3.767, 1.381], [-3.368, 0.468, 0.656], [-5.817, 0.341, 0.842], [-2.077, 0.168, 3.379], [-2.008, -0.295, 5.721], [-0.805, -2.286, 6.622], [0.333, -3.826, 5.147], [1.263, -5.073, 3.444], [1.987, -6.346, 1.568], [0.919, -6.024, -0.724], [-0.574, -4.038, -0.942], [1.630, 2.513, -4.056], [2.209, 2.015, -2.719], [2.902, 0.691, -2.830], [1.030, 2.118, -1.223], [2.206, 2.943, 0.007], [3.574, 2.232, 0.050], [2.461, 4.438, -0.199], [-0.424, 3.266, -1.718], [-0.055, 4.646, -2.135], [-1.460, 3.272, -0.584], [1.385, 1.680, -4.726], [2.451, 3.034, -4.614], [0.757, 3.161, -4.011], [2.903, 2.833, -2.374], [2.124, -0.071, -3.073], [3.417, 0.381, -1.904], [3.669, 0.733, -3.593], [1.697, 2.704, 0.970], [3.975, 2.093, -0.907], [3.625, 1.302, 0.599], [4.224, 2.854, 0.635], [2.914, 4.654, -1.141], [3.190, 4.863, 0.554], [1.540, 5.057, -0.155], [-0.878, 2.677, -2.550], [-0.059, 5.300, -1.266], [-0.811, 4.985, -2.892], [0.949, 4.751, -2.566], [-1.084, 3.532, 0.422], [-1.885, 2.279, -0.440], [-2.268, 3.934, -0.899]], "mulliken_spin": [2.355, 0.009, 0.019, 0.149, -0.073, 0.206, -0.097, 0.107, -0.082, 0.052, 0.074, 0.056, 0.042, -0.010, 0.018, -0.004, 0.010, -0.005, 0.019, 0.257, 0.462, 0.001, -0.002, -0.001, -0.002, 0.009, 0.005, 0.025, 0.000, 0.000, 0.001, 0.000, 0.002, 0.025, -0.068, 0.028, -0.026, -0.002, 0.001, -0.001, 0.002, 0.005, 0.004, 0.002, -0.003, 0.003, -0.008, -0.001, 0.000, 0.000, 0.000, 0.000, -0.004, 0.000, 0.000, 0.000, -0.011, 0.018, 0.003, 0.106, -0.001, 0.011, -0.002, 0.001, 0.000, -0.010, 0.000, 0.005, 0.000, -0.002, 0.030, 0.017, 0.000, 0.000, 0.000, -0.008, 0.000, 0.001, 0.000, 0.000, 0.000, 0.000, 0.001, 0.001, -0.004, -0.001, -0.034, 0.055, 0.232, 0.004, 0.005, 0.001, -0.027, -0.001, -0.001, 0.000, 0.001, 0.000, -0.004, -0.028, 0.010, -0.001, 0.019, -0.001, -0.002, 0.000, 0.000, -0.001, 0.000, 0.016, -0.001, 0.001, 0.000, 0.010, 0.032, 0.000]}

=====

3.
{"formula": "C28H21ClN6OPd", "method": "the ωB97M-V functional and the def2-TZVPD basis", "e_lumo_ev": [-1.576, -1.693], "charge": 0, "spin_multiplicity": 1, "gap_ev": [6.706, 6.733], "species": ["Pd", "N", "C", "C", "C", "C", "C", "C", "C", "C", "C", "H", "H", "H", "H", "N", "C", "C", "C", "C", "N", "C", "C", "H", "H", "H", "H", "Cl", "C", "C", "C", "C", "C", "N", "C", "O", "N", "C", "C", "C", "C", "N", "C", "C", "C", "H", "H", "H", "H", "H", "H", "H", "H", "H", "H", "H", "H", "H"], "coordinates": [[1.174, -0.141, -1.916], [11.012, 0.185, -0.581], [9.887, 0.100, -0.791], [8.505, -0.003, -1.055], [8.065, -0.569, -2.254], [6.715, -0.668, -2.514], [5.782, -0.206, -1.581], [6.231, 0.358, -0.381], [7.578, 0.459, -0.117], [4.388, -0.298, -1.802], [3.187, -0.442, -1.948], [8.793, -0.933, -2.965], [6.369, -1.108, -3.437], [5.504, 0.707, 0.337], [7.927, 0.886, 0.812], [1.052, -0.338, 5.574], [1.088, -0.361, 4.426], [1.098, -0.383, 3.019], [0.598, -1.488, 2.312], [0.500, -1.407, 0.943], [0.850, -0.319, 0.243], [1.436, 0.693, 0.907], [1.580, 0.706, 2.274], [0.268, -2.368, 2.841], [0.102, -2.236, 0.371], [1.768, 1.532, 0.299], [2.021, 1.554, 2.774], [1.148, 2.062, -2.639], [-3.469, 3.306, 2.116], [-4.016, 2.003, 1.627], [-5.334, 1.889, 1.205], [-5.837, 0.685, 0.750], [-5.022, -0.442, 0.705], [-5.567, -1.647, 0.231], [-4.977, -2.735, -0.344], [-5.508, -3.824, -0.346], [-3.727, -2.581, -0.933], [-3.164, -1.471, -1.538], [-3.903, -0.354, -1.933], [-3.232, 0.729, -2.465], [-1.853, 0.684, -2.591], [-1.145, -0.402, -2.279], [-1.789, -1.458, -1.788], [-3.708, -0.346, 1.155], [-3.217, 0.865, 1.601], [-4.228, 4.083, 2.079], [-2.626, 3.616, 1.501], [-3.118, 3.207, 3.143], [-5.980, 2.754, 1.230], [-6.867, 0.613, 0.426], [-6.529, -1.821, 0.492], [-3.284, -3.472, -1.122], [-4.978, -0.346, -1.851], [-3.778, 1.605, -2.775], [-1.297, 1.534, -2.966], [-1.202, -2.351, -1.599], [-3.077, -1.221, 1.171], [-2.196, 0.923, 1.948]], "lowdin_charge": [0.572, 0.158, -0.201, -0.241, -0.020, -0.018, -0.257, -0.024, -0.021, -0.155, -0.139, 0.120, 0.119, 0.113, 0.119, 0.191, -0.175, -0.206, 0.008, -0.112, -0.028, -0.111, 0.015, 0.125, 0.104, 0.094, 0.126, -0.125, -0.047, -0.278, -0.036, -0.021, -0.276, 0.138, -0.531, 0.078, 0.137, -0.240, 0.000, -0.022, -0.159, -0.022, -0.087, -0.026, -0.028, 0.076, 0.084, 0.084, 0.112, 0.117, 0.161, 0.158, 0.121, 0.114, 0.030, 0.112, 0.113, 0.110]}

=====

4.
{"formula": "CH4ClOP", "method": "the ωB97M-V functional and the def2-TZVPD basis", "e_lumo_ev": 0.629, "smiles": "C=O.PCl", "relative_energy_kcal_mol": 68.1, "charge": 0, "spin_multiplicity": 1, "gap_ev": 9.520, "species": ["C", "O", "H", "H", "P", "Cl", "H", "H"], "coordinates": [[0.555, -1.210, -1.337], [0.237, -0.079, -1.089], [1.019, -1.557, -2.277], [0.448, -1.856, -0.539], [-0.513, 1.777, 1.266], [0.553, 0.148, 1.744], [-1.507, 1.478, 2.240], [-0.792, 1.300, -0.008]], "lowdin_charge": [-0.121, -0.127, 0.092, 0.041, 0.358, 0.086, -0.152, -0.178]}

=====

Q: What is the formula in the third record?
A: C28H21ClN6OPd